C30H42BrF4O3P in the gas phase, computed with wB97M-V/def2-TZVPD.

Lowest unoccupied orbital energy (eV): -0.9
Kohn-Sham gap (eV): 7.20
HOMO energy (eV): -8.1
SMILES: CCCCc1c(Br)c2c(c(CCCCCOCC)c1P(C)C)C(=O)C(C(F)(F)C(F)F)=C([C@H](C)CCC)C2=O
Total energy (eV): -128133.43744

Last column: Mulliken charge in e.
Element x y z (Å)
C1 5.79665 3.46276 0.00921  -1.43
C2 4.37233 2.85136 0.01467  0.77
C3 3.52757 3.63678 1.01790  -0.99
C4 2.17294 2.96117 1.40172  -2.24
C5 1.85786 1.68744 0.66031  1.00
C6 2.22733 0.52119 1.25553  0.53
Br1 3.16276 0.52450 2.92236  -0.13
C7 1.97612 -0.69063 0.67196  0.46
C8 1.28822 -0.71447 -0.52027  -0.13
C9 0.91590 0.45782 -1.14349  -0.18
C10 0.15789 0.36740 -2.44832  -1.51
C11 -1.27321 -0.19719 -2.19021  -0.11
C12 -2.31851 0.94083 -2.25499  -0.50
C13 -3.59509 0.50020 -1.52125  -0.22
C14 -4.36403 1.67254 -0.88856  -0.69
O1 -5.72401 1.65311 -1.30875  -0.32
C15 -6.64698 1.88047 -0.26250  -0.19
C16 -8.00072 1.37885 -0.73322  -1.26
C17 1.22463 1.68618 -0.57297  1.06
P1 0.69486 3.13132 -1.58468  0.41
C18 1.24236 4.76944 -0.96197  -1.30
C19 1.72543 2.98100 -3.13018  -1.32
C20 1.02130 -2.09133 -1.10278  -0.52
O2 1.08849 -2.33520 -2.29400  -0.57
C21 0.77234 -3.21624 -0.09860  0.73
C22 -0.19200 -4.29746 -0.51790  0.98
F1 0.37712 -4.96834 -1.56102  -0.34
F2 -0.50267 -5.22208 0.40778  -0.27
C23 -1.56466 -3.80086 -1.05513  -0.19
F3 -1.55910 -3.56090 -2.36719  -0.26
F4 -1.96982 -2.72813 -0.33565  -0.21
C24 1.48784 -3.15643 1.02232  0.77
C25 1.49402 -4.18203 2.13470  -0.36
C26 1.98636 -5.59133 1.69388  -1.61
C27 0.22776 -4.22887 3.03092  -1.32
C28 -0.67291 -2.99142 2.98193  -0.19
C29 -0.03571 -1.78956 3.71309  -1.05
C30 2.41967 -2.00056 1.24620  -0.91
O3 3.47237 -2.17932 1.83145  -0.57
H1 6.27483 3.38234 -0.96307  0.41
H2 6.40940 2.88155 0.69625  0.34
H3 5.79183 4.47994 0.39115  0.33
H4 4.50098 1.83099 0.35867  0.07
H5 3.93426 2.85811 -0.98166  -0.21
H6 4.14134 3.67600 1.91745  0.51
H7 3.39699 4.66544 0.69953  0.45
H8 1.34590 3.65821 1.34062  0.52
H9 2.25583 2.75713 2.45948  0.62
H10 -0.00643 1.33655 -2.89896  0.11
H11 0.69198 -0.22904 -3.17551  0.57
H12 -1.54061 -0.95621 -2.91573  0.33
H13 -1.29511 -0.54551 -1.16691  -0.07
H14 -1.90131 1.75926 -1.67125  0.17
H15 -2.53115 1.21774 -3.28313  0.35
H16 -4.25004 -0.06968 -2.17597  0.41
H17 -3.34706 -0.17610 -0.70529  0.03
H18 -4.28399 1.63613 0.19614  0.38
H19 -3.90636 2.60921 -1.22224  0.27
H20 -6.37176 1.33211 0.63976  0.34
H21 -6.71251 2.95142 -0.04527  0.28
H22 -7.97272 0.29324 -0.77332  0.30
H23 -8.79922 1.69685 -0.06744  0.38
H24 -8.20083 1.75832 -1.73199  0.31
H25 2.32611 4.83402 -0.95250  0.30
H26 0.79960 5.08061 -0.02566  0.40
H27 0.91851 5.48574 -1.71523  0.46
H28 2.52474 2.26596 -2.93935  0.35
H29 2.18304 3.93971 -3.36264  0.49
H30 1.12469 2.64359 -3.96203  0.38
H31 -2.28888 -4.59586 -0.87168  0.39
H32 2.27501 -3.86140 2.81966  0.89
H33 2.23219 -5.60393 0.63671  0.36
H34 1.17211 -6.29384 1.84817  0.37
H35 2.83898 -5.90546 2.28412  0.35
H36 0.55540 -4.31659 4.06540  0.52
H37 -0.36534 -5.12080 2.84805  0.50
H38 -1.59254 -3.25325 3.50344  0.49
H39 -0.94715 -2.69687 1.97411  -0.11
H40 -0.81532 -1.24661 4.23923  0.42
H41 0.64993 -2.15197 4.47782  0.31
H42 0.51401 -1.12905 3.04874  0.14


A molecular structure, C30H42CaN4P2Se, computed with wB97M-V/def2-TZVPD.

Lowest unoccupied orbital energy (eV): 0.2
ΔE to the lowest compared entry with this formula, charge and spin (kJ/mol): 32.95
Kohn-Sham gap (eV): 7.27
HOMO energy (eV): -7.0
Total energy (eV): -140116.56435

Last column: Mulliken charge in e.
Element x y z (Å)
Ca1 0.06337 -1.56148 0.22523  2.03
C1 -2.70040 2.18783 -1.93504  -1.46
C2 -2.28488 0.82434 -2.35538  0.49
C3 -1.09980 0.78379 -3.21724  -1.41
P1 -2.20521 -0.36309 -0.93647  0.31
C4 -4.01909 -1.01763 -0.84833  0.04
C5 -4.13435 -1.96100 0.35321  -1.41
C6 -5.23537 -0.10741 -0.97802  -1.47
C7 -2.12598 0.64527 0.64431  0.59
C8 -3.11167 0.97401 1.55034  -0.57
C9 -2.90721 1.81734 2.65120  -1.34
C10 -1.68892 2.45298 2.78234  -0.80
C11 -0.68982 2.24282 1.85821  -0.29
C12 -0.88999 1.27434 0.80096  0.23
N1 0.15894 0.79803 -0.03984  2.03
C13 1.18007 1.70022 -0.37827  -1.75
C14 0.95104 3.08809 -0.57417  -0.34
C15 1.95340 3.95693 -0.90295  -0.80
C16 3.24607 3.52978 -1.05962  -1.04
C17 3.49619 2.14510 -0.98212  0.12
C18 2.50157 1.20152 -0.75220  0.33
P2 2.60873 -0.60033 -0.97955  0.12
C19 3.27457 -0.74939 -2.76884  0.24
C20 2.66974 0.37104 -3.61464  -1.31
C21 3.01609 -2.10115 -3.37815  -1.36
C22 4.00904 -1.13235 0.15499  0.64
C23 3.47577 -1.14071 1.58813  -1.38
C24 5.26848 -0.30148 0.08881  -1.76
H1 -3.15991 2.80359 -2.71250  0.44
H2 -1.76844 2.70007 -1.52270  0.06
H3 -3.34276 2.19564 -1.01779  0.33
H4 -3.07627 0.34364 -2.94573  0.68
H5 -0.23869 1.21314 -2.72399  -0.02
H6 -1.33399 1.25674 -4.20339  0.42
H7 -0.81480 -0.22869 -3.44542  0.45
H8 -4.06753 -1.61087 -1.74317  0.62
H9 -4.27040 -1.42528 1.33330  0.24
H10 -3.35184 -2.67546 0.47988  0.26
H11 -5.03966 -2.55821 0.25883  0.46
H12 -6.07695 -0.57846 -1.48810  0.39
H13 -4.96641 0.81763 -1.46016  0.32
H14 -5.58607 0.19410 0.01534  0.32
H15 -4.10561 0.47955 1.54858  0.02
H16 -3.71654 2.01632 3.29212  0.56
H17 -1.60574 3.07574 3.68355  0.37
H18 0.21027 2.86546 1.84438  0.41
H19 -0.03956 3.45743 -0.45044  0.36
H20 1.67394 5.02400 -1.03726  0.36
H21 4.04108 4.30083 -1.32810  0.26
H22 4.49533 1.78083 -1.05588  0.65
H23 4.32320 -0.58463 -2.88379  0.50
H24 1.56697 0.37450 -3.60009  0.06
H25 3.01231 0.34198 -4.63801  0.52
H26 2.93255 1.36453 -3.21585  0.24
H27 1.89051 -2.11068 -3.56209  0.19
H28 3.23559 -2.97497 -2.74949  0.32
H29 3.45347 -2.14231 -4.36106  0.45
H30 4.20644 -2.13121 -0.21508  0.66
H31 3.27380 -0.15007 1.90717  0.24
H32 4.12740 -1.60464 2.39676  0.42
H33 2.55779 -1.74709 1.77064  0.17
H34 5.13628 0.73176 0.49723  0.33
H35 5.69272 -0.29776 -0.89666  0.37
H36 5.98718 -0.67528 0.82345  0.50
N2 1.01782 -0.02609 3.61315  -0.30
C25 -0.00996 -0.97468 3.69219  0.68
C26 -0.87636 -0.91892 4.80382  -0.82
C27 -1.92681 -1.72524 4.87796  -0.50
C28 -2.08853 -2.73852 3.93052  -0.61
C29 -1.20359 -2.78075 2.86977  -0.52
N3 -0.21501 -1.81253 2.71143  -0.12
H37 0.89232 0.77800 4.25910  0.35
H38 1.19332 0.20761 2.61519  -0.15
H39 -0.74867 -0.15121 5.54420  0.33
H40 -2.70023 -1.73826 5.63597  0.40
H41 -2.82696 -3.48064 4.01073  0.52
H42 -1.30691 -3.60290 2.12555  0.45
Se1 0.27526 -5.64265 -2.57671  -0.25
C30 0.22476 -4.50918 -1.24287  -0.27
N4 0.26353 -3.68333 -0.46138  -0.80


A molecular structure, C30H42N4OP2Re, computed with wB97M-V/def2-TZVPD.

2S+1: 4
Lowest unoccupied orbital energy (alpha / beta) (eV): -7.2 / -9.2
ΔE to the lowest compared entry with this formula, charge and spin (kJ/mol): 268.46
Kohn-Sham gap (alpha / beta) (eV): 6.05 / 4.33
HOMO energy (alpha / beta) (eV): -13.2 / -13.5
Total charge: +2
Total energy (eV): -60481.64061

Last column: Mulliken charge in e.
Element x y z (Å)
Re1 -0.07731 0.77900 0.54218  1.17
C1 -1.17042 1.35220 -2.67383  -0.46
C2 -1.15502 0.05083 -2.95987  0.31
C3 -0.25100 -0.56235 -3.97829  -1.44
C4 1.10549 0.17667 -4.12989  -1.23
C5 1.69530 0.76975 -2.88846  0.40
C6 1.47399 1.96731 -2.31940  -0.27
C7 0.59837 3.06193 -2.81263  -0.88
C8 -0.64704 2.48276 -3.49654  -1.48
C9 1.31723 1.20344 2.05079  -2.23
H1 -1.67331 1.73600 -1.79535  0.53
H2 -1.94238 -0.60870 -2.58503  1.36
H3 -0.72874 -0.56494 -4.97127  0.47
H4 -0.09227 -1.62943 -3.76818  0.42
H5 1.82310 -0.54481 -4.54827  0.41
H6 1.00569 0.94534 -4.90192  0.38
H7 2.60032 0.24287 -2.57816  0.54
H8 2.22457 2.37789 -1.64445  0.21
H9 1.15529 3.70207 -3.52078  0.47
H10 0.32442 3.71057 -1.96486  0.24
H11 -1.40862 3.27624 -3.56615  0.45
H12 -0.41763 2.19791 -4.53301  0.32
H13 0.69722 2.06449 2.36872  0.60
H14 2.31746 1.58316 1.82726  0.91
H15 1.39700 0.48205 2.87898  0.14
P1 1.61068 -0.58044 -0.04675  0.41
P2 -1.50487 -0.92572 0.03106  -0.30
N1 3.20605 0.42282 -0.39955  1.05
N2 2.57485 -1.66673 1.07236  0.74
N3 -2.93960 0.51234 -0.24916  0.92
N4 -2.54933 -1.91006 1.03065  0.93
C10 0.96986 -1.82284 -1.19032  -0.35
C11 -0.49690 -2.25703 -0.84088  -1.06
C12 3.33971 1.79520 -0.18050  -1.06
C13 4.58922 2.22660 -0.63004  -0.81
C14 5.25763 1.07762 -1.12951  -0.83
C15 4.39399 -0.01941 -0.96326  -0.40
C16 3.50605 -1.16256 1.98448  -0.44
C17 4.37077 -2.18031 2.37116  -0.69
C18 3.95278 -3.36488 1.69301  -0.85
C19 2.84434 -3.02349 0.92230  -0.53
C20 -2.65532 1.83597 0.06714  -0.96
C21 -3.61989 2.68302 -0.50409  -0.38
C22 -4.56373 1.83440 -1.13261  -1.02
C23 -4.11530 0.51372 -0.98610  -0.38
C24 -3.88744 -2.24987 0.81183  -0.42
C25 -4.28251 -3.14779 1.78679  -0.71
C26 -3.15807 -3.38124 2.63296  -0.91
C27 -2.10520 -2.62146 2.15701  -0.67
H16 1.61785 -2.70296 -1.27203  1.26
H17 0.96717 -1.36549 -2.18218  -1.00
H18 -1.08186 -2.50923 -1.74113  0.66
H19 -0.48955 -3.12104 -0.14932  0.51
H20 2.53939 2.40671 0.21546  0.82
H21 4.91918 3.26062 -0.60506  0.51
H22 6.23494 1.06337 -1.59247  0.51
H23 4.52084 -1.05729 -1.24831  0.52
H24 3.45904 -0.13148 2.30634  0.32
H25 5.19845 -2.04512 3.06147  0.47
H26 4.42028 -4.33960 1.76330  0.48
H27 2.21733 -3.64780 0.30548  0.47
H28 -1.76827 2.14499 0.66046  0.50
H29 -3.57233 3.76629 -0.49437  0.51
H30 -5.45574 2.14716 -1.65531  0.45
H31 -4.56990 -0.40024 -1.34505  0.46
H32 -4.42351 -1.84994 -0.02770  0.26
H33 -5.26134 -3.58282 1.88683  0.50
H34 -3.12878 -4.02332 3.49420  0.50
H35 -1.07816 -2.54183 2.48503  0.66
C28 -0.79837 0.89715 4.59981  -1.43
C29 -1.57037 0.19520 3.49444  0.86
C30 -3.06617 0.37748 3.74739  -1.42
O1 -1.22689 0.65826 2.19611  -0.14
H36 -1.12403 1.93740 4.69402  0.38
H37 0.27691 0.86747 4.44469  0.45
H38 -1.01050 0.37531 5.53695  0.41
H39 -1.32539 -0.88167 3.56286  -0.14
H40 -3.26839 1.43296 3.98701  0.40
H41 -3.70590 0.05810 2.91576  0.25
H42 -3.35544 -0.22877 4.61577  0.40


| no. | strongest force on any atom (eV/A) |
| --- | --- |
| 1 | 2.157 |
| 2 | 4.033 |
| 3 | 2.791 |